(1)
80
Properties=species:S:1:pos:R:3 method="wB97M-V/def2-TZVPD" spin_multiplicity=3 orbital_gap_ev="7.50 / 7.45" lumo_ev="-2.1884 / -3.8662" charge=+1 e_homo_ev="-9.69 / -11.31" s_squared=2.007
Pt 0.34873 -0.02306 -0.16537
O 0.92675 1.08659 1.99122
S 2.03469 0.12978 2.20150
O 2.27978 -0.22052 3.56693
O 1.80914 -1.03549 1.29533
C 3.43240 0.97585 1.52931
C 4.67953 0.78248 2.09868
C 5.77396 1.44790 1.57058
C 5.61056 2.29348 0.48270
C 4.35895 2.47402 -0.09340
C 3.24207 1.81826 0.42023
P 1.58043 2.02357 -0.33753
C 1.92663 2.43955 -2.07473
C 2.83272 1.66737 -2.80477
C 3.02439 1.89909 -4.15678
C 2.30151 2.89690 -4.80168
C 1.38966 3.65992 -4.08865
C 1.19722 3.43001 -2.73130
C 0.87762 3.54586 0.34600
C 1.62031 4.72351 0.35720
C 1.05455 5.89243 0.84387
C -0.25161 5.88958 1.31803
C -0.99441 4.71615 1.30684
C -0.43058 3.54468 0.82145
H 4.77302 0.12768 2.95710
H 6.75532 1.31297 2.00960
H 6.46497 2.81856 0.07220
H 4.25605 3.12934 -0.94900
H 3.40575 0.89233 -2.30696
H 3.73893 1.30229 -4.71095
H 2.44819 3.07503 -5.86004
H 0.82704 4.43958 -4.58702
H 0.48169 4.03011 -2.18127
H 2.64021 4.73246 -0.00930
H 1.63230 6.80871 0.84980
H -0.68875 6.80440 1.69875
H -2.01286 4.71644 1.67810
H -0.99492 2.61765 0.81962
C -3.26791 -3.73757 -1.38796
N -2.71578 -2.54052 -0.69371
C -1.59853 -2.94123 0.21618
C -2.35058 -1.43204 -1.68721
C -1.05229 -1.65838 -2.40112
C -1.05653 -2.36247 -3.60830
C 0.12337 -2.61513 -4.28804
C 1.32073 -2.16194 -3.74784
C 1.32055 -1.44804 -2.55834
C 0.14155 -1.16486 -1.85803
H -3.50959 -4.49994 -0.65250
H -2.51129 -4.11386 -2.06987
H -4.16110 -3.45923 -1.94019
H -3.44482 -2.13693 -0.10558
H -0.84255 -3.46258 -0.36465
H -2.00048 -3.59495 0.98670
H -1.16071 -2.05426 0.65675
H -2.30684 -0.52853 -1.09769
H -3.18688 -1.37704 -2.38163
H -2.00081 -2.69192 -4.03538
H 0.10805 -3.15610 -5.22618
H 2.25604 -2.36106 -4.25938
H 2.26804 -1.11434 -2.15453
O -2.25987 -0.07833 1.01447
C -2.61612 0.44077 2.07708
C -4.04855 0.77861 2.36234
C -4.59163 -0.53444 2.99344
C -3.78102 -1.15712 4.15446
C -2.42120 -1.80590 3.79628
C -1.25885 -0.80336 3.60039
N -1.82138 0.48548 3.17176
H -4.60567 1.02346 1.46149
H -4.12756 1.60158 3.07571
H -4.67230 -1.28214 2.19667
H -5.60475 -0.33997 3.34689
H -4.41070 -1.94511 4.57010
H -3.64717 -0.42423 4.95776
H -2.55588 -2.39884 2.88294
H -2.15019 -2.50930 4.58585
H -0.54397 -1.15540 2.86059
H -0.70612 -0.63599 4.52195
H -2.19515 1.02775 3.93131

***

(2)
91
Properties=species:S:1:pos:R:3 method="wB97M-V/def2-TZVPD" spin_multiplicity=7 orbital_gap_ev="7.15 / 6.04" lumo_ev="-3.2805 / -4.3019" charge=+1 e_homo_ev="-10.43 / -10.34" s_squared=12.022
Eu 2.45013 1.24223 -0.63063
C -1.02056 -0.48776 1.39186
C -0.91206 -1.56209 0.46628
C 1.22193 -0.97342 1.09755
C 0.29168 -0.12241 1.78273
C 0.46034 -1.86748 0.29364
C -2.30176 0.05719 1.92507
H -2.75305 0.80546 1.25720
H -2.16641 0.53374 2.90967
H -3.03284 -0.75658 2.04692
C 0.62056 0.81447 2.88034
H 0.14994 1.80134 2.74364
H 1.70046 0.95581 2.99406
H 0.27065 0.41046 3.84718
C 2.68340 -1.13687 1.33696
H 2.84776 -2.11797 1.81777
H 3.11638 -0.38247 2.01797
H 3.29627 -1.14846 0.40722
C 0.97093 -3.01034 -0.48742
H 0.34474 -3.89566 -0.28988
H 2.00664 -3.26232 -0.22034
H 0.92744 -2.81297 -1.57248
C -2.00794 -2.28400 -0.21696
H -1.86727 -3.37458 -0.16543
H -2.02731 -2.02112 -1.28496
H -2.98165 -2.02151 0.21502
C -2.58307 0.74668 -1.56158
C -3.72659 0.23778 -2.03818
C -4.10703 0.01468 -3.48535
C -2.90881 -0.12008 -4.47407
C -2.07362 -1.27544 -4.04720
C -0.97384 -1.29004 -3.27121
C -0.35421 -0.10472 -2.58961
C -1.29774 1.07573 -2.26831
H -4.78855 0.78967 -3.88582
H -2.33172 0.80249 -4.63744
H -4.65248 -0.95041 -3.50544
H -1.47491 1.65490 -3.17969
H -2.52902 0.97401 -0.49134
H -4.53265 -0.00663 -1.32364
H -0.74854 1.75076 -1.58773
H 0.13535 -0.44812 -1.62991
H -0.43861 -2.25298 -3.18229
H 0.43701 0.29557 -3.25070
H -3.34569 -0.37701 -5.45287
H -2.47039 -2.23502 -4.40308
P 0.31487 2.38435 -5.32843
C 0.41188 4.00638 -6.21975
C -0.63646 1.56547 -6.72278
P 2.83542 0.65938 -4.48295
C 2.02240 1.81632 -5.76723
C 2.09780 -0.96036 -5.01821
C 4.39145 0.40113 -5.45724
H 1.36265 4.49679 -5.99657
H -0.41407 4.64560 -5.89264
H 0.32819 3.84909 -7.29914
H -0.21682 1.90600 -7.67630
H -1.69322 1.86593 -6.69498
H -0.58964 0.47318 -6.65929
H 4.24300 0.65541 -6.51917
H 4.71551 -0.64894 -5.38726
H 5.18353 1.04040 -5.04355
H 2.64758 2.72217 -5.82952
H 1.98174 1.32554 -6.75467
H 2.90307 -1.68371 -5.21109
H 1.48932 -0.85458 -5.92424
H 1.47556 -1.37442 -4.21887
C 1.50935 3.77004 4.38614
C 2.04742 4.74880 3.35913
C 3.38060 4.47598 2.59361
C 3.80641 5.77774 1.85814
C 2.88373 6.24748 0.72595
C 4.54076 4.08688 3.54528
O 5.44112 4.81312 3.92685
N 4.49416 2.75803 3.93346
C 4.08528 1.74945 3.07331
O 4.01577 0.59327 3.48517
N 3.75126 2.14078 1.79192
C 3.19651 3.32269 1.57990
O 2.48023 3.43936 0.51334
H 1.11735 2.85718 3.92615
H 0.64142 4.25124 4.86915
H 2.22972 3.50363 5.16887
H 1.26672 4.90425 2.59784
H 2.18611 5.73446 3.83438
H 3.84839 6.57269 2.62469
H 4.82492 5.65382 1.44659
H 1.82198 6.30010 1.03415
H 3.20366 7.25462 0.42352
H 2.98024 5.58027 -0.15652
H 4.99180 2.42624 4.75863

***

(3)
62
Properties=species:S:1:pos:R:3 method="wB97M-V/def2-TZVPD" orbital_gap_ev=5.06 lumo_ev=-0.5979 charge=-1 e_homo_ev=-5.66
Ca 0.02556 -5.10233 1.23352
B 0.37430 -0.69577 -0.03856
F -0.41413 -1.61656 -0.55581
F 1.36695 -0.34063 -0.97396
F -0.39129 0.40480 0.26674
F 0.81482 -1.28975 1.11062
F 3.59233 -5.22929 1.62817
F 0.38488 -4.39350 4.67259
C -3.26442 1.10939 5.70361
C -3.67057 2.01365 4.53063
O -4.74305 2.77864 5.09616
H -4.11883 0.46177 5.90025
H -3.02232 1.64576 6.62111
H -2.40152 0.59689 5.27833
H -3.85865 1.28969 3.73778
H -2.80407 2.58502 4.19774
H -5.14695 2.21542 5.76043
C -1.50954 -5.41899 -4.08952
C -0.43297 -6.55356 -3.88725
O 0.33895 -6.42877 -2.74688
H -1.95804 -5.41906 -5.08296
H -1.00561 -4.45249 -4.08405
H -2.39894 -5.48193 -3.46254
H 0.31591 -6.50453 -4.67774
H -0.90327 -7.53631 -3.92085
H 1.26428 -6.58493 -2.94928
C -2.15188 3.40484 -3.74878
C -0.84881 3.56141 -4.50283
O -0.05087 2.41406 -4.45950
H -2.67115 4.31806 -4.03948
H -2.07403 3.41174 -2.66158
H -2.60748 2.43551 -3.95102
H -0.39311 4.53802 -4.33948
H -1.11544 3.53236 -5.55932
H 0.11537 2.13085 -3.55741
C -5.47676 -2.67226 -0.56233
C -4.86965 -3.19482 0.71667
O -4.05486 -4.36836 0.50391
H -6.20856 -1.89010 -0.36036
H -6.04644 -3.49426 -0.99578
H -4.70946 -2.31317 -1.24821
H -5.62722 -3.30557 1.49252
H -4.16385 -2.46565 1.11448
H -4.66980 -5.06916 0.27517
C 5.42408 5.75179 -1.52216
C 4.49013 4.52687 -1.73744
O 5.09557 3.32620 -1.45516
H 6.23927 5.63720 -2.23662
H 5.91676 5.88649 -0.55924
H 5.00460 6.72476 -1.77797
H 4.15022 4.51537 -2.77302
H 3.59152 4.64377 -1.13168
H 4.45318 2.61500 -1.51122
C 4.95104 2.32413 3.64139
C 5.76787 1.06457 3.42813
O 4.91060 -0.09472 3.55293
H 5.44094 3.09198 3.04264
H 4.86123 2.70769 4.65771
H 3.96648 2.17109 3.19945
H 6.44030 1.10071 4.28522
H 6.34466 0.92494 2.51384
H 4.14170 0.05603 2.99823

***

(4)
108
Properties=species:S:1:pos:R:3 method="wB97M-V/def2-TZVPD" spin_multiplicity=2 orbital_gap_ev="6.41 / 6.99" lumo_ev="-7.8435 / -7.2755" charge=+3 e_homo_ev="-14.26 / -14.26" s_squared=0.826
V -0.36489 -0.58782 0.64790
C 5.11861 5.58657 0.96654
C 4.62912 4.98926 -0.34869
N 3.25192 4.48730 -0.24168
C 3.06224 3.18504 0.00674
C 1.84597 2.59169 0.19502
C 1.85627 1.12127 0.43718
O 2.76971 0.55219 0.99063
O 0.82214 0.38404 -0.00904
C 0.63521 3.39968 0.16159
O -0.48863 2.97122 0.39044
C 0.87158 4.81848 -0.13413
C -0.22762 5.67252 -0.22405
C -0.05577 7.00766 -0.45884
F -1.14434 7.79862 -0.47352
C 1.22000 7.57324 -0.63025
C 2.30666 6.71025 -0.56062
C 2.16043 5.34218 -0.31200
N 1.43121 8.93749 -0.88246
C 0.38286 9.78382 -1.43196
C 1.01567 10.87921 -2.28273
N 1.97337 11.67483 -1.44795
C 3.02807 10.78068 -0.87336
C 2.34416 9.69866 -0.04712
H 6.12761 5.97702 0.84180
H 5.14158 4.82477 1.74533
H 4.46943 6.39478 1.30404
H 5.26271 4.14976 -0.62654
H 4.68288 5.71148 -1.16137
H 3.95336 2.57012 0.03681
H -1.21783 5.26552 -0.06853
H 3.28987 7.12969 -0.71708
H -0.23589 10.23505 -0.64364
H -0.26728 9.20642 -2.08207
H 0.25565 11.54386 -2.68972
H 1.58000 10.44021 -3.10368
H 1.46116 12.12046 -0.68216
H 2.39819 12.42044 -2.00191
H 3.71287 11.36854 -0.26461
H 3.57696 10.33610 -1.70156
H 1.79730 10.17376 0.78341
H 3.10236 9.05374 0.38905
I -2.16295 0.51258 -1.29136
C -4.14436 0.23375 -0.56808
C -4.97002 1.29086 -0.83391
C -6.31802 1.25074 -0.45340
C -6.79714 0.13483 0.16400
C -5.96451 -0.97772 0.42137
C -6.53641 -2.13251 0.99991
C -5.78959 -3.24792 1.22284
C -4.41960 -3.21906 0.92967
C -3.79498 -2.10805 0.39562
P -1.97605 -2.30382 0.22986
C -1.56740 -3.56591 1.48066
C -1.84199 -3.25875 2.81511
C -1.42395 -4.09968 3.83028
C -0.74164 -5.27135 3.52115
C -0.48924 -5.59288 2.19620
C -0.88912 -4.73969 1.17601
C -1.74519 -3.07406 -1.40702
C -2.52833 -4.17924 -1.74387
C -2.37788 -4.79647 -2.97552
C -1.47410 -4.28941 -3.89639
C -0.71085 -3.17482 -3.58111
C -0.83294 -2.57667 -2.33685
C -4.57412 -0.95195 0.07613
H -4.58581 2.16768 -1.33767
H -6.96152 2.09155 -0.66945
H -7.83524 0.07088 0.46351
H -7.58947 -2.10922 1.24992
H -6.23020 -4.14049 1.64443
H -3.84208 -4.10428 1.15010
H -2.41886 -2.37210 3.04159
H -1.64470 -3.85322 4.86080
H -0.41049 -5.93041 4.31244
H 0.01600 -6.51820 1.95062
H -0.68795 -4.99629 0.14469
H -3.26242 -4.55084 -1.04054
H -2.97450 -5.66431 -3.22191
H -1.36554 -4.75874 -4.86502
H -0.02718 -2.76605 -4.31450
H -0.21764 -1.71787 -2.10561
C 2.10311 -5.31006 -1.23127
C 2.28478 -3.78638 -1.30208
C 1.95134 -3.11477 -0.01808
N 0.92770 -2.38262 0.24200
N 0.87299 -1.87170 1.49977
C 1.90092 -2.23845 2.25028
N 2.10829 -1.92961 3.51718
S 2.98150 -3.28980 1.38697
H 2.49009 -5.75420 -2.14581
H 1.05205 -5.57705 -1.13666
H 2.64898 -5.73670 -0.38917
H 1.66418 -3.37077 -2.08947
H 3.32880 -3.57098 -1.53980
H 1.50631 -1.27564 3.99683
H 2.96758 -2.20595 3.96278
Se -1.70043 0.36373 2.21561
C -1.09370 0.09621 4.02560
C -1.91260 -0.50277 4.97001
C -1.44161 -0.60820 6.27520
N -0.24669 -0.17274 6.64846
C 0.51701 0.43585 5.75364
C 0.13512 0.61035 4.42545
H -2.89820 -0.86531 4.70782
H -2.05880 -1.05374 7.04693
H 1.47493 0.80428 6.10836
H 0.75282 1.17170 3.73289

***

(5)
21
Properties=species:S:1:pos:R:3 method="wB97M-V/def2-TZVPD" orbital_gap_ev=10.39 lumo_ev=-0.0720 e_homo_ev=-10.46
O 1.19835 -0.11268 2.83786
H 0.39099 0.14736 3.13290
H 1.93417 0.44451 3.08441
O -1.23507 1.99092 -0.74823
H -1.91343 1.26142 -0.79423
H -0.74351 1.83347 -1.53643
O -2.73130 -0.10187 0.35977
H -2.44031 -0.00921 1.28277
H -3.67738 -0.12601 0.40915
O 0.46598 0.28516 0.17140
H 0.84774 0.34242 1.08432
H -0.14639 0.93831 0.25102
O -0.58581 -2.45258 -0.46635
H -0.87159 -2.63639 0.61055
H -0.59892 -1.47559 -0.29260
O 0.13243 1.48957 -3.04281
H 0.53314 2.10865 -3.63883
H 0.78354 1.15797 -2.57470
O 3.01733 -2.04502 -0.18796
H 2.12375 -1.53247 -0.31976
H 3.51628 -1.50794 0.37775

***

(6)
13
Properties=species:S:1:pos:R:3 method="wB97M-V/def2-TZVPD" orbital_gap_ev=9.10 lumo_ev=0.4094 e_homo_ev=-8.69
C -0.81296 -0.07859 1.30494
S 0.39232 -0.51254 -0.03668
C -0.70979 -0.02165 -1.45331
O 0.52157 -1.99843 -0.17220
C 1.78216 0.23388 0.67609
Cl 3.23456 0.14912 -0.40534
H -1.45876 0.75628 0.88476
H -1.43674 -0.95284 1.61037
H -0.19200 0.31749 2.15321
H -0.18967 0.29081 -2.44550
H -1.58409 -0.58045 -1.74113
H -1.08120 1.03708 -1.14078
H 1.53460 1.35985 0.76554

***

(7)
11
Properties=species:S:1:pos:R:3 method="wB97M-V/def2-TZVPD" orbital_gap_ev="7.96 / 7.96" lumo_ev="-0.3226 / -0.3227" e_homo_ev="-8.28 / -8.28"
C -1.41251 0.28284 0.71315
C -0.62783 0.63334 -0.29426
C 0.35914 -0.28982 -0.81695
N -0.86099 1.80239 -0.96263
C -0.22391 2.29267 -2.05903
S 0.05677 3.28406 -3.19221
H -2.22493 0.84049 1.00313
H -1.18462 -0.59565 1.28401
H 0.87284 -0.91457 -0.03992
H -0.42812 -1.01872 -1.28382
H 1.05717 0.15261 -1.54309

***

(8)
39
Properties=species:S:1:pos:R:3 method="wB97M-V/def2-TZVPD" orbital_gap_ev=9.58 lumo_ev=0.7513 e_homo_ev=-8.83
C 2.44322 4.25672 1.30879
C 1.52053 3.07713 1.32951
C 1.93439 1.87173 1.87812
C 1.09797 0.77157 1.90891
C -0.18471 0.85443 1.38486
C -1.10985 -0.34163 1.39486
C -1.46582 -0.76776 2.81840
N -0.50743 -1.45029 0.67307
C -0.91205 -1.82685 -0.55969
O -1.86783 -1.34430 -1.12521
C -0.00866 -2.90258 -1.18558
C 1.10457 -2.20491 -1.98383
C 0.37823 -1.90412 -3.29569
C -0.67856 -3.01991 -3.38092
O -0.68921 -3.69181 -2.12886
C -0.59722 2.05728 0.83120
C 0.23147 3.16927 0.79705
C -0.25391 4.45087 0.19257
H 3.39826 4.00765 1.76432
H 2.00750 5.09419 1.85288
H 2.62246 4.58579 0.28558
H 2.93076 1.79242 2.29012
H 1.45306 -0.15125 2.34581
H -2.02370 -0.09908 0.84309
H -1.95299 0.05410 3.33627
H -2.14056 -1.61987 2.79544
H -0.57152 -1.04250 3.37344
H 0.32525 -1.85516 1.07004
H 0.36629 -3.57769 -0.40965
H 1.47909 -1.31018 -1.48911
H 1.92882 -2.90080 -2.14649
H 1.04825 -1.90958 -4.15274
H -0.11189 -0.93329 -3.23561
H -1.67207 -2.60933 -3.58411
H -0.43764 -3.76799 -4.14279
H -1.59097 2.12708 0.41194
H 0.38527 4.74969 -0.63768
H -1.27055 4.34197 -0.17550
H -0.23508 5.25360 0.92924

***

no.,maximum force (eV/A),DFT total energy (Eh)
1,0.6,-2549.3834
2,3.0,-2940.3686
3,5.2,-2231.9254
4,3.4,-6908.8073
5,7.0,-535.0126
6,4.7,-1051.9706
7,8.7,-608.2767
8,0.7,-789.4338